61
Properties=species:S:1:pos:R:3:forces:R:3 method="wB97M-V/def2-TZVPD" e_tot_ev=-1703479.50431 homo_energy_ev=-11.788 e_lumo_ev=-4.0 charge=+1
C -1.3267 2.1740 -0.3378 0.05 0.06 -0.24
C -2.7966 2.1725 -0.0659 0.05 0.07 0.00
O -3.5656 2.8146 -0.6970 -0.52 0.28 -0.24
O -3.2552 1.4086 1.0026 0.07 -0.18 0.24
C -3.4841 0.0529 0.6338 0.62 0.27 -0.25
C -2.2229 -0.7511 0.8620 -0.34 0.03 0.40
C -1.6825 -1.5567 -0.1388 0.26 -0.01 0.48
C -0.4914 -2.2269 0.0944 -0.34 0.35 0.10
C 0.1268 -2.0813 1.3204 -0.46 -0.67 -0.50
N -0.4326 -1.3323 2.2768 -0.27 0.21 -0.07
C -1.5862 -0.6531 2.0837 0.30 -0.36 -0.52
H -0.7991 2.7519 0.4170 0.07 -0.14 0.24
H -1.1882 2.6714 -1.2897 0.04 0.12 -0.11
H -0.8993 1.1793 -0.4287 0.04 -0.13 0.27
H -4.3164 -0.3438 1.2060 -0.07 0.14 0.19
H -3.7530 -0.0229 -0.4184 -0.01 0.19 0.12
H -2.1894 -1.6216 -1.0915 0.08 -0.09 0.07
H -0.0412 -2.8219 -0.6830 0.19 -0.10 0.04
H 1.0488 -2.5998 1.4942 0.00 -0.06 0.61
H 0.0242 -1.2534 3.1774 0.08 -0.04 -0.02
H -1.9443 -0.0426 2.8951 -0.04 0.08 0.10
C 4.0146 -1.3918 -0.9330 0.14 0.09 -0.05
Br 2.9674 -1.4557 -2.5363 0.02 -0.16 -0.11
Br 2.8360 -1.1857 0.5873 0.72 0.32 -0.09
Br 5.1916 -2.8902 -0.7349 -0.07 0.00 0.02
H 4.6297 -0.5044 -0.9790 -0.03 0.05 0.06
C 5.5652 -0.6698 3.9098 0.03 -0.03 0.00
Br 3.9120 -0.0657 4.6862 0.05 -0.06 0.03
Br 5.4450 -2.5036 3.3485 0.04 -0.04 -0.05
Br 6.1401 0.4888 2.4851 -0.03 -0.04 -0.06
H 6.3245 -0.6198 4.6770 -0.01 0.00 0.04
C -0.2493 5.7109 -1.3489 -0.06 0.04 -0.02
Br -1.1317 5.0323 -2.9154 0.03 0.03 -0.05
Br 1.2903 4.6415 -0.8849 0.05 0.01 0.00
Br 0.2153 7.5617 -1.5282 0.01 -0.01 -0.02
H -0.9529 5.6347 -0.5326 0.01 -0.02 0.03
C -4.9674 -1.3652 -2.9048 -0.13 -0.02 -0.12
Br -5.2254 -1.9701 -1.0899 -0.36 -0.51 -0.22
Br -3.0937 -1.2340 -3.3468 -0.07 0.11 -0.29
Br -5.9126 -2.4648 -4.1479 0.11 0.04 -0.04
H -5.3802 -0.3690 -2.9708 0.02 0.05 0.04
C 0.6709 0.6719 -5.1900 0.00 0.04 -0.01
Br -0.2864 1.7875 -6.4178 -0.04 -0.03 0.02
Br 0.6268 1.3825 -3.4028 -0.03 0.13 0.05
Br 0.0382 -1.1461 -5.2154 0.02 -0.09 -0.02
H 1.7036 0.6522 -5.5068 0.03 0.00 0.02
C 3.0455 4.1471 5.1007 0.06 0.00 0.07
Br 2.5404 3.5225 6.8451 0.00 -0.02 0.00
Br 4.9486 4.3136 4.9229 0.00 -0.03 0.00
Br 2.3145 3.0213 3.7168 -0.14 0.11 -0.15
H 2.6183 5.1302 4.9709 -0.02 0.01 -0.02
C 8.7945 -2.6703 1.5248 -0.11 0.08 -0.01
Br 8.5965 -4.5808 1.5959 -0.02 0.00 0.00
Br 9.4534 -1.9580 3.1856 0.01 -0.01 0.01
Br 9.8709 -2.1165 0.0344 0.00 -0.01 0.01
H 7.8061 -2.2564 1.3773 -0.02 0.01 0.01
C -9.9679 -3.6579 -2.4262 -0.04 -0.02 0.00
Br -11.2834 -4.2125 -3.7077 0.02 0.01 -0.01
Br -8.3777 -4.7372 -2.5305 -0.04 -0.05 0.04
Br -9.5658 -1.7819 -2.5859 0.01 0.01 0.00
H -10.3909 -3.8088 -1.4444 0.00 0.00 0.03